Entry 1:
ORCA calculation (ωB97M-V/def2-TZVPD) on the ion C5H9N2OS with charge +1 in a non-equilibrium geometry.

Geometry as XYZ:
```
18
Properties=species:S:1:pos:R:3:mulliken_spin:R:1
C 0.731 0.355 -1.828 0.06
C -1.187 -0.133 -2.635 0.03
C -0.116 0.137 -0.783 -0.01
C -1.261 0.155 1.934 0.84
C 1.748 -0.966 1.714 0.50
N -0.018 0.196 -2.949 0.00
N -1.346 -0.183 -1.273 0.01
O 1.054 1.369 1.164 0.10
S 0.081 0.064 0.972 0.37
H 1.824 0.479 -2.062 0.00
H -1.988 -0.275 -3.350 0.00
H -1.142 -0.352 2.815 0.04
H -2.211 0.308 1.406 0.04
H 2.368 -0.107 1.727 0.00
H 1.915 -1.586 0.863 0.01
H 1.181 -1.465 2.442 0.00
H -2.299 -0.243 -0.986 0.00
H 0.667 2.248 0.827 -0.01
```

Output
- E_HOMO (alpha / beta) (eV) = -10.50 / -13.66
- relative energy (zero: lowest compared OMol25 entry of this formula, charge and spin) (kcal/mol) = 85.25
- spin multiplicity = 3
- <S²> = 2.014
- total energy (eV) = -21179.009
- F_max (eV/Å) = 5.5
- total charge = +1
- HOMO-LUMO gap (alpha / beta) (eV) = 7.0 / 6.3

Entry 2:
ORCA calculation (ωB97M-V/def2-TZVPD) on the ion C5H9N2S with charge +1 in a non-equilibrium geometry.

Geometry as XYZ:
```
17
Properties=species:S:1:pos:R:3:lowdin_charge:R:1
C 0.757 0.258 -1.694 -0.03
C 0.488 1.396 -0.981 -0.11
C 0.219 -0.572 0.303 0.13
C 0.687 -2.190 -1.436 0.03
C -1.392 1.311 2.500 -0.35
N 0.555 -0.845 -0.925 -0.15
N 0.086 1.131 0.266 -0.37
S -0.110 2.177 1.562 0.95
H 1.076 0.182 -2.714 0.14
H 0.561 2.408 -1.337 0.14
H -0.160 -1.156 1.106 0.13
H -0.275 -2.550 -1.803 0.12
H 1.398 -2.194 -2.260 0.11
H 1.038 -2.858 -0.652 0.11
H -0.945 0.557 3.140 0.04
H -2.112 0.882 1.811 0.05
H -1.874 2.065 3.113 0.05
```

Output
- E_HOMO (eV) = -12.77
- relative energy (zero: lowest compared OMol25 entry of this formula, charge and spin) (kcal/mol) = 41.70
- total energy (eV) = -19137.922
- F_max (eV/Å) = 6.7
- total charge = +1
- SMILES string = CS[n+]1ccn(C)c1
- HOMO-LUMO gap (eV) = 8.7

Entry 3:
ORCA calculation (ωB97M-V/def2-TZVPD) on the molecule C5H9N3 in a non-equilibrium geometry.

Geometry as XYZ:
```
17
Properties=species:S:1:pos:R:3:lowdin_charge:R:1
C -1.632 -0.823 -0.745 -0.13
C -1.140 0.379 0.133 -0.36
C 0.895 0.981 0.418 -0.22
C 2.109 0.367 -0.520 -0.11
C 0.024 -0.268 0.903 -0.25
H -2.473 -1.174 0.162 0.11
H -0.661 -1.605 -0.808 0.10
H -2.234 -0.548 -1.894 0.13
H -2.072 0.666 0.882 0.16
H -0.639 2.354 -0.488 0.05
H 1.413 1.854 1.075 0.15
H 2.849 0.975 -1.212 0.14
H 1.252 -1.948 0.793 0.12
H -0.247 -0.554 1.984 0.16
N -0.198 1.506 -0.430 0.03
N 2.001 -0.853 -0.427 0.00
N 0.753 -1.310 0.173 -0.08
```

Output
- E_HOMO (eV) = -8.69
- relative energy (zero: lowest compared OMol25 entry of this formula, charge and spin) (kcal/mol) = 154.27
- total energy (eV) = -9794.777
- F_max (eV/Å) = 6.0
- SMILES string = C[C@@H]1N[C@@H]2C=NN[C@H]12
- HOMO-LUMO gap (eV) = 9.5

Entry 4:
ORCA calculation (ωB97M-V/def2-TZVPD) on a cluster of 2 separate species, C5H9N3 in total in a non-equilibrium geometry.

Geometry as XYZ:
```
17
Properties=species:S:1:pos:R:3:lowdin_charge:R:1
C -2.643 -0.780 -0.169 -0.10
C -1.318 -1.137 -0.266 -0.06
C 1.580 -0.770 0.615 -0.07
C 1.125 1.589 -0.149 -0.09
C 0.651 0.212 -0.201 -0.37
N -2.715 0.556 0.157 0.02
N -1.535 0.981 0.209 0.02
N -0.710 0.032 -0.078 -0.18
H -3.551 -1.294 -0.311 0.08
H -0.687 -2.002 -0.252 0.10
H 0.990 -1.684 0.487 0.04
H 1.516 -0.565 1.715 0.09
H 2.617 -0.488 0.309 0.10
H 1.305 1.760 0.941 0.11
H 0.447 2.393 -0.412 0.08
H 1.999 1.832 -0.636 0.06
H 0.927 -0.635 -1.956 0.17
```

Output
- E_HOMO (alpha / beta) (eV) = -8.96 / -8.96
- relative energy (zero: lowest compared OMol25 entry of this formula, charge and spin) (kcal/mol) = 125.28
- total energy (eV) = -9796.034
- F_max (eV/Å) = 4.2
- HOMO-LUMO gap (alpha / beta) (eV) = 8.6 / 8.6

Entry 5:
ORCA calculation (ωB97M-V/def2-TZVPD) on the molecule C5H9N3 in a non-equilibrium geometry.

Geometry as XYZ:
```
17
Properties=species:S:1:pos:R:3:lowdin_charge:R:1
C 0.596 1.539 0.502 -0.20
C 0.177 1.973 -0.776 -0.23
C -0.549 -0.611 -0.047 -0.34
C -1.453 -1.639 0.761 -0.04
C 0.904 -1.047 -0.419 -0.05
N -0.847 1.195 -1.479 0.00
N -1.159 0.118 -0.912 -0.04
N 1.448 1.814 1.293 0.15
H -0.386 2.863 -0.884 0.10
H 1.050 1.857 -1.587 0.18
H -2.415 -1.579 0.328 0.04
H -1.701 -1.218 1.739 0.06
H -1.130 -2.779 0.805 0.12
H 0.760 -2.043 -0.763 0.06
H 1.430 -1.073 0.504 0.06
H 1.547 -0.644 -1.159 0.07
H 1.728 1.274 2.095 0.07
```

Output
- E_HOMO (alpha / beta) (eV) = -7.21 / -7.24
- relative energy (zero: lowest compared OMol25 entry of this formula, charge and spin) (kcal/mol) = 146.55
- total energy (eV) = -9795.112
- F_max (eV/Å) = 3.9
- HOMO-LUMO gap (alpha / beta) (eV) = 7.4 / 7.4

Entry 6:
ORCA calculation (ωB97M-V/def2-TZVPD) on the molecule C5H9N3 in a non-equilibrium geometry.

Geometry as XYZ:
```
17
Properties=species:S:1:pos:R:3:lowdin_charge:R:1
C -0.181 0.278 1.045 -0.22
C 0.249 -0.955 0.483 -0.33
N -1.393 0.560 1.663 0.11
N -0.325 2.082 -0.652 0.08
C 0.476 1.150 0.028 -0.27
C 0.906 -0.612 -1.869 0.02
C 0.164 -2.278 0.715 0.01
N 0.829 -0.258 -0.616 -0.06
H -1.412 1.424 2.185 0.09
H -1.778 -0.222 2.174 0.09
H -1.221 1.720 -0.949 0.09
H 0.137 2.622 -1.368 0.08
H 1.433 1.618 0.282 0.14
H 1.151 0.129 -2.613 0.06
H 0.655 -1.619 -2.161 0.06
H 0.569 -2.994 0.021 0.02
H -0.261 -2.646 1.632 0.03
```

Output
- E_HOMO (alpha / beta) (eV) = -6.21 / -5.67
- relative energy (zero: lowest compared OMol25 entry of this formula, charge and spin) (kcal/mol) = 93.75
- total energy (eV) = -9797.402
- F_max (eV/Å) = 1.3
- HOMO-LUMO gap (alpha / beta) (eV) = 7.1 / 6.3

Entry 7:
ORCA calculation (ωB97M-V/def2-TZVPD) on the molecule C5H9N3 in a non-equilibrium geometry.

Geometry as XYZ:
```
17
Properties=species:S:1:pos:R:3:lowdin_charge:R:1
C -2.321 0.399 -0.090 -0.22
C -0.995 1.224 0.038 -0.09
C 0.005 0.155 -0.218 -0.35
C 2.397 0.576 0.419 -0.11
C 2.154 -0.823 -0.054 -0.10
H -3.218 0.711 0.554 0.13
H -2.599 0.433 -1.135 0.10
H -0.755 1.730 0.932 0.09
H -1.008 1.993 -0.776 0.12
H -2.472 -1.671 0.051 0.11
H 3.259 1.051 0.011 0.09
H 2.058 0.970 1.372 0.11
H 1.670 -1.557 0.573 0.09
H 2.762 -1.182 -0.859 0.10
N -0.489 -1.083 -0.033 0.09
N -1.866 -0.891 0.339 -0.12
N 1.336 0.309 -0.491 -0.06
```

Output
- E_HOMO (eV) = -7.63
- relative energy (zero: lowest compared OMol25 entry of this formula, charge and spin) (kcal/mol) = 70.69
- total energy (eV) = -9798.401
- F_max (eV/Å) = 4.0
- SMILES string = C1CC(N2CC2)=NN1
- HOMO-LUMO gap (eV) = 8.8

Entry 8:
ORCA calculation (ωB97M-V/def2-TZVPD) on a cluster of 2 separate species, C5H9N3 in total in a non-equilibrium geometry.

Geometry as XYZ:
```
17
Properties=species:S:1:pos:R:3:lowdin_charge:R:1
C -1.339 1.401 -1.868 -0.11
C -1.435 0.345 -0.696 -0.20
C -0.347 0.243 0.439 -0.34
C 1.334 -0.792 1.116 -0.51
C -0.196 -0.707 -0.639 -0.19
H -2.221 1.243 -2.661 0.08
H -1.141 2.776 -1.155 0.20
H -0.168 0.886 -2.203 0.13
H -2.410 -0.069 -0.383 0.12
H -0.808 -0.018 1.581 0.21
H 1.403 1.076 1.467 0.16
H 2.440 -0.831 3.092 0.08
H 0.742 -2.571 0.068 0.11
H 0.613 -0.466 -1.362 0.12
N 0.990 0.460 0.729 0.04
N 1.999 -1.346 2.183 0.04
N 0.544 -1.629 0.292 0.07
```

Output
- E_HOMO (eV) = -8.33
- relative energy (zero: lowest compared OMol25 entry of this formula, charge and spin) (kcal/mol) = 222.19
- total energy (eV) = -9791.832
- F_max (eV/Å) = 6.4
- HOMO-LUMO gap (eV) = 8.8